[1]
DFT (ωB97M-V/def2-TZVPD) results for a molecular structure, C26H29BBr29F4N4O5 in a non-equilibrium geometry.

The total charge is +1. The HOMO-LUMO gap comes out at 7.28 eV. The total energy is -2086397.8786 eV. As for the largest force on an atom: 0.0612 Eh/bohr.

XYZ file:
```
98
Properties=species:S:1:pos:R:3:mulliken_charge:R:1
C 3.14 3.48 0.14 -1.264
C 2.71 2.22 0.03 0.302
C 1.86 1.67 1.21 -1.168
C 1.23 0.24 0.96 2.163
B 2.23 -0.73 1.81 0.743
O 2.15 -0.76 3.22 -0.528
N 3.22 -1.61 1.18 -0.140
C 4.33 -0.84 0.55 -0.922
C 3.89 -2.43 2.24 -0.650
C 1.02 -0.22 -0.52 -1.749
N 1.98 -0.77 -1.42 1.061
C 1.88 -0.19 -2.74 0.553
O 2.39 0.76 -3.09 -0.288
F 1.05 -0.86 -3.60 -0.205
C 1.94 -2.21 -1.44 0.318
O 1.17 -2.82 -0.83 -0.203
F 2.90 -2.75 -2.17 -0.287
N -0.21 -0.06 -0.88 -0.084
C -1.06 0.56 0.21 0.197
C -2.45 -0.13 0.06 -1.447
N -0.92 2.01 -0.08 0.746
C -1.13 2.33 -1.47 0.489
O -2.10 2.19 -2.08 -0.333
F -0.07 2.88 -2.09 -0.237
C -1.82 2.85 0.66 0.480
O -1.77 3.99 0.48 -0.463
F -2.67 2.38 1.57 -0.058
C -0.26 -0.05 1.42 -0.721
C -0.71 0.28 2.83 -0.893
Br -0.39 2.01 3.67 -0.104
C -1.34 -0.64 3.57 0.435
C -1.65 -2.07 3.09 -0.594
Br -1.90 -0.24 5.38 -0.154
H 3.99 3.81 -0.48 0.377
H 2.66 4.15 0.88 0.263
H 2.96 1.62 -0.85 0.132
H 1.06 2.41 1.39 0.643
H 2.44 1.60 2.16 0.491
H 2.63 -0.01 3.61 0.058
H 4.98 -0.37 1.32 0.213
H 4.00 -0.10 -0.20 0.285
H 4.98 -1.57 0.01 0.340
H 4.64 -3.09 1.73 0.411
H 4.50 -1.76 2.92 -0.273
H 3.19 -3.09 2.78 0.346
H -0.58 -0.32 -1.81 0.414
H -3.15 0.42 -0.60 0.393
H -2.93 -0.09 1.07 0.222
H -2.38 -1.20 -0.21 0.169
H -0.35 -1.13 1.18 0.701
H -1.93 -2.71 3.95 0.305
H -2.43 -2.04 2.30 0.131
H -0.73 -2.54 2.67 0.188
C -2.88 -3.83 -2.28 -0.432
Br -4.48 -2.92 -1.71 0.072
Br -1.50 -2.57 -2.81 0.091
Br -2.24 -5.07 -0.95 -0.023
H -3.14 -4.41 -3.16 0.412
C -2.92 -3.51 8.25 -0.331
Br -1.08 -2.95 8.32 -0.013
Br -4.12 -2.10 8.77 -0.001
Br -3.38 -4.23 6.51 -0.010
H -3.04 -4.32 8.96 0.343
C -7.76 -1.27 -4.27 -0.242
Br -7.48 -0.49 -2.53 0.004
Br -6.39 -0.71 -5.52 0.140
Br -7.92 -3.19 -4.19 -0.041
H -8.70 -0.89 -4.65 0.173
C -3.93 -2.36 -7.99 -0.257
Br -3.46 -2.54 -6.13 0.037
Br -2.83 -1.05 -8.88 -0.008
Br -3.92 -4.06 -8.90 -0.018
H -4.95 -1.99 -8.02 0.214
C -6.50 3.46 0.94 -0.449
Br -6.01 3.25 2.80 -0.026
Br -5.38 4.74 0.04 -0.002
Br -6.53 1.76 0.02 0.070
H -7.51 3.85 0.92 0.373
C -9.61 2.45 -5.80 -0.316
Br -9.09 2.22 -3.95 0.009
Br -8.50 3.75 -6.70 -0.002
Br -9.65 0.77 -6.76 -0.057
H -10.62 2.84 -5.81 0.366
C 6.24 0.12 5.01 -0.395
Br 4.77 1.31 4.57 -0.007
Br 6.25 -1.46 3.90 0.031
Br 7.94 1.04 4.97 0.006
H 6.08 -0.21 6.03 0.450
C 8.21 3.35 1.81 -0.323
Br 8.16 5.22 1.33 -0.021
Br 6.63 2.42 1.21 0.177
Br 9.82 2.49 1.19 0.008
H 8.21 3.30 2.89 0.197
C 9.41 0.61 -2.74 -0.399
Br 10.39 -0.70 -1.72 -0.008
Br 7.58 0.78 -2.15 0.058
Br 10.31 2.32 -2.77 -0.003
H 9.38 0.26 -3.77 0.353
```

[2]
DFT (ωB97M-V/def2-TZVPD) results for a single C19H20ClFN2OS molecule in a non-equilibrium geometry.

The total charge is 0. The HOMO-LUMO gap comes out at 8.64 eV. The total energy is -51127.0199 eV. As for the SMILES: Fc1ccc(C2CCN(C(=S)COCc3ccncc3)CC2)c(Cl)c1. As for the largest force on an atom: 0.0971 Eh/bohr.

XYZ file:
```
45
Properties=species:S:1:pos:R:3:nbo_charge:R:1
F -4.81 2.38 2.45 -0.322
C -3.91 1.40 2.13 0.390
C -4.02 0.15 2.74 -0.262
C -2.96 -0.81 2.52 -0.172
C -1.85 -0.50 1.77 -0.045
C -0.79 -1.67 1.64 -0.216
C -1.04 -2.15 0.14 -0.423
C -0.06 -3.33 -0.23 -0.213
N 1.32 -3.06 0.24 -0.415
C 2.23 -2.63 -0.71 0.084
S 3.79 -2.55 -0.26 -0.131
C 1.92 -2.26 -2.17 -0.132
O 1.27 -0.94 -2.30 -0.543
C 2.17 0.16 -2.57 -0.083
C 1.87 0.97 -3.83 -0.030
C 0.88 1.92 -3.89 -0.240
C 0.57 2.70 -5.10 0.039
N 1.42 2.54 -6.15 -0.421
C 2.37 1.64 -6.13 0.013
C 2.63 0.82 -5.05 -0.231
C 1.45 -2.74 1.71 -0.211
C 0.65 -1.40 1.94 -0.433
C -1.77 0.73 1.14 -0.039
Cl -0.44 1.08 0.13 0.040
C -2.80 1.68 1.36 -0.283
H -4.79 -0.03 3.46 0.232
H -3.07 -1.81 2.84 0.215
H -1.03 -2.56 2.33 0.207
H -0.82 -1.33 -0.57 0.228
H -2.03 -2.24 -0.05 0.217
H -0.26 -4.22 0.34 0.191
H -0.02 -3.70 -1.19 0.213
H 1.39 -3.11 -2.69 0.196
H 2.85 -2.30 -2.70 0.213
H 3.23 -0.18 -2.74 0.201
H 2.02 0.88 -1.78 0.191
H 0.24 2.06 -3.02 0.211
H -0.26 3.48 -5.08 0.212
H 2.77 1.42 -7.12 0.196
H 3.34 -0.03 -5.24 0.218
H 2.42 -2.64 2.22 0.257
H 0.94 -3.68 2.10 0.198
H 0.94 -0.62 1.29 0.227
H 0.90 -0.97 2.99 0.220
H -2.60 2.56 0.85 0.234
```

[3]
DFT (ωB97M-V/def2-TZVPD) results for a molecular structure, C32H45AuClN3O4Sb in a non-equilibrium geometry.

The total charge is +1. The HOMO-LUMO gap comes out at 3.80 eV. The energy relative to the best compared isomer or geometry (same formula, charge and spin) is 41.6 kcal/mol. The total energy is -69318.5567 eV. As for the largest force on an atom: 0.0502 Eh/bohr.

XYZ file:
```
87
Properties=species:S:1:pos:R:3:mulliken_charge:R:1
Au 0.50 -0.27 0.18 2.922
O -0.36 -5.34 -2.62 -0.550
C 0.92 -5.19 -2.37 0.432
O 1.72 -6.07 -2.49 -0.593
C 1.39 -3.83 -1.93 -0.104
C 2.73 -3.53 -1.67 0.334
Cl 4.09 -4.51 -1.79 -0.102
N 2.80 -2.23 -1.30 0.512
N 1.57 -1.68 -1.31 -0.838
C 0.71 -2.62 -1.67 0.372
C -0.74 -2.23 -1.84 0.633
O -1.56 -3.05 -2.24 -0.917
O -1.00 -1.02 -1.55 -0.670
C 3.92 -1.37 -1.29 -0.168
C 5.03 -1.59 -0.49 -0.316
C 6.11 -0.73 -0.59 -0.765
C 6.08 0.34 -1.46 -0.449
C 4.96 0.56 -2.26 -0.797
C 3.88 -0.29 -2.17 -0.092
H -0.92 -4.52 -2.50 0.391
H 5.06 -2.44 0.18 0.509
H 6.99 -0.89 0.02 0.418
H 6.93 1.00 -1.55 0.424
H 4.95 1.39 -2.95 0.439
H 3.01 -0.15 -2.80 0.476
C -3.65 -1.83 5.43 -1.686
C -3.12 -1.55 4.06 0.096
C -3.89 -1.84 2.93 -0.574
C -3.40 -1.59 1.65 -0.330
C -4.23 -1.89 0.44 -1.578
C -2.15 -1.03 1.52 1.205
C -1.30 -0.76 2.63 0.432
C -1.86 -1.01 3.92 -0.215
N -0.08 -0.30 2.34 -0.341
C 1.12 -0.31 3.15 1.563
C 2.05 0.78 2.61 -1.408
C 1.75 -1.70 2.93 -1.327
C 0.98 -0.06 4.66 -2.271
H -4.73 -2.00 5.40 0.415
H -3.43 -1.02 6.11 0.394
H -3.18 -2.73 5.82 0.324
H -4.88 -2.26 3.05 0.455
H -4.97 -2.66 0.67 0.504
H -3.62 -2.23 -0.39 0.147
H -4.76 -1.00 0.13 0.264
H -1.77 -0.84 0.53 -0.001
H -1.33 -0.77 4.82 0.428
H 2.20 0.66 1.53 -0.021
H 3.01 0.72 3.10 0.543
H 1.62 1.76 2.80 0.377
H 1.95 -1.86 1.87 0.168
H 1.07 -2.48 3.26 0.321
H 2.68 -1.79 3.48 0.458
H 0.34 0.79 4.86 0.464
H 1.97 0.17 5.05 0.495
H 0.62 -0.94 5.20 0.507
C 1.74 3.36 -0.57 -1.145
C 0.24 3.59 -0.62 0.446
C -0.13 4.76 -1.50 -1.398
Sb -0.80 1.71 -1.29 -0.677
C -2.91 1.96 -0.64 0.683
C -3.65 2.91 -1.55 -1.404
C -2.94 2.43 0.80 -1.383
C -0.92 1.86 -3.50 0.437
C 0.47 1.83 -4.10 -1.453
C -1.78 0.75 -4.07 -1.365
H 2.24 4.26 -0.21 0.497
H 2.13 3.13 -1.56 0.213
H 2.00 2.54 0.09 0.102
H -0.14 3.75 0.40 0.490
H 0.22 4.60 -2.52 0.248
H 0.36 5.66 -1.13 0.494
H -1.20 4.94 -1.51 0.257
H -3.33 0.95 -0.72 0.092
H -3.25 3.92 -1.47 0.248
H -4.70 2.94 -1.26 0.497
H -3.61 2.59 -2.59 0.314
H -2.60 3.46 0.88 0.341
H -2.33 1.80 1.45 0.199
H -3.96 2.39 1.18 0.472
H -1.39 2.84 -3.66 0.553
H 0.94 0.87 -3.90 0.209
H 1.10 2.63 -3.69 0.284
H 0.41 1.97 -5.17 0.486
H -1.32 -0.22 -3.92 0.152
H -1.90 0.90 -5.14 0.501
H -2.77 0.72 -3.62 0.300
```

Which of these has the lowest HOMO-LUMO gap?
C32H45AuClN3O4Sb